(1)
C34H46BCaNO9S | ωB97M-V with the def2-TZVPD basis set

As for the total charge: -2. The calculation puts the energy above the lowest of the compared OMol25 structures with the same formula, charge and spin at 0.239 eV. For the total energy, the calculation gives -3156.1851 a.u. The value obtained for the HOMO energy is -1.010 eV. The orbital gap is 5.20 eV. As for the spin multiplicity: 1.

```
93
Properties=species:S:1:pos:R:3:mulliken_charge:R:1
Ca -0.77614 -0.38845 -0.24659 1.609
C 6.11692 -3.82424 0.20203 -1.786
C 5.62610 -2.66621 1.08425 2.236
C 6.38410 -1.40591 0.66866 -2.262
C 5.99005 -2.96770 2.54601 -1.786
C 4.10941 -2.51053 0.94478 -1.267
C 3.51702 -1.33656 0.47125 0.051
C 2.13267 -1.19687 0.34964 -1.316
N 1.43801 -0.08383 -0.11655 -0.644
C 1.93668 1.16092 -0.35897 -1.177
C 3.11030 1.70429 0.19810 0.532
C 3.59989 2.94709 -0.17606 -1.097
C 2.94866 3.62824 -1.18730 -0.298
C 1.74165 3.17726 -1.74696 -0.302
C 1.16234 2.03073 -1.20403 1.686
O -0.13499 1.63367 -1.52135 -1.508
C 1.26458 3.96990 -2.98051 2.460
C 2.43308 4.00329 -3.98780 -1.836
C 0.08792 3.36104 -3.74802 -2.143
C 0.92037 5.41332 -2.58996 -1.812
C 4.84793 3.56157 0.46196 2.090
C 5.93260 3.76064 -0.60697 -1.746
C 4.48992 4.92180 1.07649 -1.738
C 5.43190 2.68085 1.56650 -2.054
C 1.29877 -2.34458 0.62492 1.842
O 0.00959 -2.27398 0.36429 -1.540
C 1.89309 -3.50604 1.15341 -0.751
C 3.28198 -3.55965 1.30708 0.326
C 1.00663 -4.69788 1.52869 2.416
C 0.30685 -5.24518 0.27586 -1.639
C 1.79984 -5.85072 2.15201 -2.262
C -0.04547 -4.25845 2.55756 -1.680
H 7.20085 -3.95569 0.29706 0.448
H 5.88123 -3.62775 -0.84567 0.358
H 5.63180 -4.76038 0.48106 0.323
H 7.45950 -1.56196 0.79808 0.511
H 6.09100 -0.55117 1.27988 0.342
H 6.20119 -1.15185 -0.37707 0.402
H 7.07449 -3.07653 2.66158 0.476
H 5.51583 -3.88765 2.88856 0.311
H 5.65021 -2.15849 3.19481 0.350
H 4.14304 -0.52009 0.15223 1.046
H 3.59536 1.13999 0.97632 1.135
H 3.37031 4.55573 -1.55405 0.261
H 2.73739 2.98824 -4.25143 0.382
H 3.30764 4.52444 -3.59905 0.313
H 2.11401 4.51582 -4.89999 0.487
H 0.26082 2.30810 -3.97262 0.283
H -0.02412 3.90430 -4.69185 0.548
H -0.85253 3.43313 -3.21766 0.476
H 1.80680 5.94714 -2.23917 0.306
H 0.17897 5.42562 -1.79610 0.215
H 0.51672 5.95282 -3.45275 0.469
H 5.59449 4.43584 -1.39401 0.307
H 6.18675 2.80610 -1.07188 0.303
H 6.83946 4.18205 -0.16041 0.482
H 4.09394 5.60392 0.32364 0.297
H 5.37376 5.38303 1.52990 0.449
H 3.72688 4.80121 1.84732 0.361
H 5.75346 1.71403 1.17651 0.226
H 4.70577 2.50097 2.36056 0.395
H 6.30360 3.17386 2.00658 0.488
H 3.73030 -4.45989 1.70719 0.308
H 1.04699 -5.62587 -0.43374 0.322
H -0.26848 -4.45749 -0.20513 0.289
H -0.36542 -6.06798 0.54518 0.435
H 2.54077 -6.25684 1.45891 0.371
H 1.10949 -6.65741 2.41508 0.463
H 2.31601 -5.54002 3.06322 0.374
H -0.66654 -3.46210 2.15321 0.322
H 0.44374 -3.88490 3.46017 0.310
H -0.68155 -5.10664 2.83499 0.456
O -4.15412 1.56749 0.62057 -0.697
S -3.02130 0.69030 0.60858 1.279
O -3.00721 -0.28487 -0.50243 -0.816
O -1.67818 1.57105 0.36368 -1.044
O -2.66524 0.01661 1.85019 -0.765
O 0.12950 0.36465 3.01296 -0.767
H -0.80726 0.35490 2.76137 0.467
H 0.60381 0.36300 2.16998 0.213
O -1.15849 3.72946 -0.61191 -0.622
B -1.32066 2.30665 -0.94329 2.703
O -2.44609 2.23189 -1.88991 -0.666
C -3.00634 3.45529 -1.89217 0.462
C -4.14581 3.86892 -2.54139 -1.118
C -4.51630 5.21407 -2.41456 -0.534
C -3.75989 6.09616 -1.66431 -0.591
C -2.59793 5.67256 -1.00626 -0.958
C -2.23755 4.35053 -1.12950 0.819
H -4.73402 3.16488 -3.11486 0.454
H -5.41521 5.56516 -2.90801 0.355
H -4.07088 7.13090 -1.57890 0.351
H -1.99878 6.35309 -0.41478 0.472
```

(2)
C34H46CdN3O6P2Se | ωB97M-V with the def2-TZVPD basis set

As for the total charge: -1. The calculation puts the energy above the lowest of the compared OMol25 structures with the same formula, charge and spin at 1.371 eV. For the total energy, the calculation gives -5191.0295 a.u. The value obtained for the HOMO energy is -2.112 eV. The orbital gap is 4.34 eV. As for the spin multiplicity: 1.

```
93
Properties=species:S:1:pos:R:3:mulliken_charge:R:1
Cd -0.92931 -1.77100 0.81650 0.930
C 1.52832 -0.10137 -5.50988 -1.323
C 2.65568 0.11068 -4.51485 0.446
C 3.10474 1.55763 -4.42668 -1.043
O 2.31757 -0.46716 -3.24125 -0.402
P 1.52295 0.11311 -1.99173 0.285
O 1.36679 -0.90206 -0.95732 -0.718
C -0.01614 0.78449 -2.65109 -0.146
P -1.15246 1.51134 -1.44629 -0.221
O -1.42248 0.64723 -0.30428 -0.277
O -2.39986 1.94375 -2.31791 -0.233
C -3.45137 1.00132 -2.72554 0.779
C -4.33025 0.61753 -1.56308 -1.181
C -4.19757 1.71005 -3.83522 -1.592
O -0.54456 2.92946 -1.05674 0.067
C -0.51734 4.05195 -1.96612 0.985
C 0.84655 4.70067 -1.85505 -1.327
C -1.65130 4.98773 -1.60091 -1.610
O 2.31262 1.42505 -1.54944 -0.134
C 3.18037 1.46926 -0.36342 0.403
C 2.33712 1.42975 0.89226 -0.533
C 4.24981 0.39432 -0.39748 -1.316
H 1.89013 0.09739 -6.52023 0.484
H 0.68866 0.56693 -5.31932 0.183
H 1.17185 -1.12933 -5.46458 0.339
H 3.50854 -0.49400 -4.83194 0.397
H 2.28621 2.22361 -4.14959 0.128
H 3.47665 1.86785 -5.40499 0.496
H 3.89931 1.68109 -3.69321 0.201
H -0.54051 -0.04849 -3.12801 0.498
H 0.20563 1.54416 -3.40536 0.081
H -2.95636 0.11078 -3.12741 0.185
H -4.83318 1.50515 -1.16520 0.259
H -3.79283 0.10619 -0.76520 0.063
H -5.08553 -0.08724 -1.91430 0.418
H -4.70734 2.59138 -3.44171 0.303
H -4.94758 1.04184 -4.25903 0.437
H -3.51869 2.02211 -4.62999 0.365
H -0.67065 3.68269 -2.98525 0.294
H 0.99188 5.10129 -0.85008 0.325
H 0.92784 5.52304 -2.56849 0.417
H 1.63111 3.97408 -2.05668 0.133
H -1.51409 5.35371 -0.58209 0.318
H -2.60759 4.47199 -1.66386 0.313
H -1.66623 5.84366 -2.27840 0.408
H 3.65204 2.45094 -0.46789 0.267
H 1.82962 0.46849 0.98433 -0.281
H 1.59487 2.22724 0.88037 0.066
H 2.97961 1.55793 1.76611 0.639
H 3.81256 -0.59628 -0.28458 0.094
H 4.93730 0.55841 0.43488 0.523
H 4.81963 0.43573 -1.32790 0.314
C -3.70275 -3.83674 4.19993 -0.807
C -3.92356 -3.08869 5.34172 -0.411
C -3.41808 -1.80098 5.41241 -0.778
C -2.69072 -1.30835 4.33087 0.158
N -2.46362 -2.04170 3.24274 0.115
C -2.97022 -3.26663 3.16685 -0.043
C -2.12530 0.08242 4.34133 1.046
C -2.02995 0.81731 5.52275 -0.885
C -1.50186 2.09530 5.47829 -0.511
C -1.09393 2.60760 4.25897 -0.976
C -1.23231 1.80480 3.13494 -0.252
N -1.72750 0.57454 3.17125 0.108
H -4.09657 -4.83903 4.09543 0.385
H -4.49291 -3.49423 6.16932 0.392
H -3.60646 -1.19434 6.28786 0.249
H -2.80197 -3.77293 2.21946 0.226
H -2.34142 0.39333 6.46733 0.274
H -1.40876 2.67787 6.38701 0.407
H -0.67623 3.60215 4.17293 0.432
H -0.93711 2.15438 2.15652 0.669
C 1.15477 -5.69009 -1.25156 -0.699
C 2.08755 -5.99411 -0.27042 -0.416
C 2.36788 -5.05949 0.70968 -0.940
C 1.72338 -3.81817 0.66644 0.302
N 0.83087 -3.54269 -0.27836 0.479
C 0.53204 -4.45257 -1.19505 -0.501
C 1.95825 -2.76522 1.70333 1.812
C 3.20404 -2.72769 2.33312 -0.647
C 3.47127 -1.80790 3.33566 -0.750
C 2.46580 -0.93379 3.72192 -0.771
C 1.23274 -0.97401 3.07849 1.389
C 0.93207 -1.85921 2.03669 -2.167
H 0.88416 -6.40453 -2.01798 0.388
H 2.57356 -6.96320 -0.25270 0.375
H 3.04891 -5.29481 1.51612 0.423
H -0.26980 -4.17574 -1.87238 0.351
H 3.98615 -3.41291 2.02344 0.391
H 4.44770 -1.77770 3.80604 0.345
H 2.64436 -0.21298 4.51410 0.410
H 0.47700 -0.26679 3.40055 0.177
Se -2.78430 -2.82854 -0.47990 -1.255
```